(1)
{
  "formula": "C4H8N2O2",
  "method": "the ωB97M-V functional and the def2-TZVPD basis",
  "elements": ["C", "N", "C", "C", "N", "C", "O", "O", "H", "H", "H", "H", "H", "H", "H", "H"],
  "positions_angstrom": [[0.65, -0.69, 1.44], [0.73, -0.26, 0.05], [1.06, 0.82, -0.49], [-1.05, 0.11, -0.60], [-1.76, 1.05, 0.06], [-1.45, -0.89, -1.38], [2.81, 0.20, 0.36], [1.15, 1.77, -1.17], [3.35, 0.01, -0.42], [-1.40, 1.99, 0.08], [-2.76, 0.92, 0.18], [1.26, -0.05, 2.07], [1.05, -1.71, 1.48], [-0.39, -0.66, 1.76], [-0.79, -1.71, -1.63], [-2.45, -0.90, -1.79]],
  "lumo_energy_ev": [0.2, 0.2],
  "gap_ha": [0.305, 0.305]
}

---

(2)
{
  "formula": "C4H8N2O2",
  "method": "the ωB97M-V functional and the def2-TZVPD basis",
  "elements": ["C", "O", "C", "N", "C", "C", "N", "O", "H", "H", "H", "H", "H", "H", "H", "H"],
  "positions_angstrom": [[0.16, 0.24, 1.85], [-0.71, -0.06, 0.77], [-0.66, 0.79, -0.56], [-1.44, 1.87, -0.67], [0.27, 0.22, -1.30], [0.96, -0.95, -0.61], [0.38, -2.17, -0.91], [2.14, -0.84, -0.31], [-0.43, 0.63, 2.69], [0.63, -0.69, 2.20], [0.95, 0.95, 1.59], [-2.12, 2.00, 0.07], [-0.98, 2.72, -0.98], [0.56, 0.49, -2.30], [0.91, -2.97, -0.62], [-0.62, -2.25, -0.90]],
  "lumo_energy_ev": 0.8,
  "gap_ha": 0.352,
  "smiles": "CO/C(N)=C\\C(N)=O"
}

---

Values of energy relative to the best compared isomer or geometry (same formula, charge and spin), in order: 144.8, 65.9, all in kcal/mol.